{"formula": "C3H4N4", "method": "the ωB97M-V functional and the def2-TZVPD basis", "elements": ["C", "C", "C", "N", "N", "N", "N", "H", "H", "H", "H"], "coordinates": [[0.264, 0.465, -0.347], [-0.213, 1.089, -1.431], [-0.998, -1.433, 0.334], [1.241, 1.113, 0.450], [1.563, 0.503, 1.414], [1.557, -0.087, 2.350], [0.083, -0.801, 0.234], [-0.886, 0.710, -2.110], [0.365, 1.932, -1.774], [-0.960, -2.370, 0.712], [-2.016, -1.121, 0.166]], "nbo_charge": [0.27, -0.47, 0.03, -0.36, 0.27, -0.04, -0.45, 0.21, 0.22, 0.16, 0.15], "charge": 0, "lumo_energy_ev": 0.324, "e_above_lowest_kj_mol": 461.6, "orbital_gap_ev": 9.03}


{"formula": "C5H6ClNO", "method": "the ωB97M-V functional and the def2-TZVPD basis", "elements": ["C", "C", "C", "C", "C", "H", "H", "H", "H", "H", "H", "N", "O", "Cl"], "coordinates": [[-1.161, 1.469, 1.257], [-1.013, 1.064, 0.009], [1.023, -0.306, 0.211], [1.626, -1.488, 0.178], [-0.482, -0.520, -1.638], [-1.828, 2.271, 1.556], [-1.576, 1.567, -0.789], [1.444, 0.484, 0.831], [1.200, -2.381, -0.275], [2.540, -1.534, 0.772], [0.350, -1.151, -2.036], [-0.134, 0.056, -0.464], [-1.520, -0.334, -2.260], [-0.469, 0.801, 2.648]], "nbo_charge": [-0.27, -0.03, 0.00, -0.45, 0.54, 0.23, 0.25, 0.21, 0.21, 0.22, 0.13, -0.47, -0.58, 0.02], "charge": 0, "lumo_energy_ev": 0.798, "e_above_lowest_kj_mol": 145.5, "orbital_gap_ev": 9.67}


{"formula": "C27H25MnN6O4S5Se", "method": "the ωB97M-V functional and the def2-TZVPD basis", "elements": ["Mn", "O", "C", "C", "C", "C", "C", "C", "C", "O", "N", "N", "C", "C", "C", "C", "C", "C", "C", "O", "H", "H", "H", "H", "H", "H", "H", "H", "H", "H", "C", "S", "C", "C", "S", "S", "C", "S", "S", "H", "H", "H", "Se", "N", "C", "C", "C", "C", "N", "C", "N", "H", "H", "H", "C", "N", "C", "C", "C", "O", "H", "H", "H", "H", "H", "H", "H", "H", "H"], "coordinates": [[-0.014, -0.124, 0.667], [-1.088, 0.706, -3.547], [0.167, 0.736, -4.048], [0.309, 0.947, -5.421], [1.563, 0.986, -5.997], [2.702, 0.814, -5.215], [2.560, 0.604, -3.856], [1.306, 0.560, -3.248], [1.187, 0.324, -1.780], [-0.028, 0.358, -1.284], [2.254, 0.090, -1.097], [1.989, -0.201, 0.262], [2.099, 0.801, 1.074], [2.105, 0.618, 2.544], [3.129, 1.205, 3.274], [3.225, 1.046, 4.650], [2.254, 0.291, 5.299], [1.205, -0.276, 4.597], [1.085, -0.113, 3.205], [0.048, -0.589, 2.562], [-0.969, 0.628, -2.567], [-0.590, 1.092, -6.007], [1.655, 1.159, -7.063], [3.687, 0.850, -5.661], [3.424, 0.469, -3.220], [2.416, 1.767, 0.678], [3.869, 1.796, 2.744], [4.036, 1.501, 5.204], [2.305, 0.156, 6.374], [0.430, -0.839, 5.105], [0.893, 5.091, 2.793], [1.955, 4.716, 1.381], [0.762, 4.340, 0.146], [-0.174, 3.364, 0.177], [-0.574, 2.211, 1.418], [-1.210, 3.336, -1.235], [-0.531, 4.647, -2.118], [-1.066, 5.158, -3.599], [0.767, 5.379, -1.262], [1.554, 5.229, 3.649], [0.238, 4.243, 2.985], [0.319, 6.000, 2.622], [2.258, -4.463, 1.952], [1.459, -5.342, 0.630], [0.690, -4.456, 0.031], [-0.140, -4.731, -1.101], [-0.863, -3.706, -1.598], [-0.785, -2.401, -1.002], [-0.054, -2.097, 0.029], [0.708, -3.115, 0.572], [1.487, -2.921, 1.610], [-0.155, -5.727, -1.522], [-1.501, -3.827, -2.463], [-1.346, -1.586, -1.443], [-5.403, -1.534, 0.866], [-4.236, -0.821, 0.390], [-4.434, 0.172, -0.655], [-3.029, -0.933, 0.990], [-2.864, -1.895, 2.138], [-2.079, -0.260, 0.608], [-6.145, -1.552, 0.069], [-5.856, -1.053, 1.739], [-5.162, -2.564, 1.121], [-5.171, 0.914, -0.338], [-4.786, -0.307, -1.571], [-3.493, 0.678, -0.847], [-3.619, -1.733, 2.908], [-1.870, -1.725, 2.553], [-2.954, -2.928, 1.792]], "nbo_charge": [0.94, -0.72, 0.42, -0.29, -0.19, -0.27, -0.14, -0.21, 0.54, -0.82, -0.40, -0.36, 0.13, -0.21, -0.16, -0.30, -0.20, -0.32, 0.47, -0.79, 0.51, 0.21, 0.20, 0.20, 0.23, 0.21, 0.20, 0.20, 0.19, 0.20, -0.74, 0.25, -0.47, -0.34, -0.25, 0.49, -0.57, -0.16, 0.46, 0.22, 0.25, 0.21, 0.97, -0.64, 0.14, -0.18, -0.24, 0.10, -0.41, 0.24, -0.55, 0.22, 0.22, 0.22, -0.40, -0.42, -0.42, 0.71, -0.73, -0.61, 0.21, 0.19, 0.21, 0.19, 0.19, 0.26, 0.22, 0.28, 0.22], "charge": -1, "lumo_energy_ev": [0.916, 0.895], "spin_multiplicity": 2, "e_above_lowest_kj_mol": 2.8, "orbital_gap_ev": [5.40, 5.08]}


{"formula": "C4H11ClN2", "method": "the ωB97M-V functional and the def2-TZVPD basis", "elements": ["C", "C", "C", "C", "N", "N", "Cl", "H", "H", "H", "H", "H", "H", "H", "H", "H", "H", "H"], "coordinates": [[-2.150, -0.831, 0.195], [-0.710, 0.884, 1.222], [-0.763, 0.751, -1.215], [-1.132, 0.257, -0.079], [2.326, -0.523, -1.133], [2.847, -0.939, 0.059], [3.080, 0.440, 1.304], [-2.558, -0.742, 1.216], [-3.132, -0.738, -0.286], [-1.679, -1.826, 0.082], [0.327, 1.376, 0.964], [-0.311, 0.217, 2.078], [-1.452, 1.629, 1.593], [2.006, -1.517, 0.413], [-1.059, 0.378, -2.201], [0.029, 1.440, -1.229], [1.387, -0.179, -1.184], [2.946, -0.075, -1.798]], "nbo_charge": [-0.66, -0.67, -0.44, 0.03, -0.61, -0.31, -0.19, 0.22, 0.23, 0.23, 0.22, 0.23, 0.23, 0.34, 0.21, 0.19, 0.39, 0.37], "charge": 0, "lumo_energy_ev": [0.782, -2.390], "spin_multiplicity": 3, "e_above_lowest_kj_mol": 165.7, "orbital_gap_ev": [6.84, 7.27]}


{"formula": "C17H13F2N5S", "method": "the ωB97M-V functional and the def2-TZVPD basis", "elements": ["F", "F", "N", "N", "N", "N", "S", "C", "C", "C", "C", "C", "C", "C", "C", "C", "C", "C", "C", "C", "C", "N", "C", "C", "C", "H", "H", "H", "H", "H", "H", "H", "H", "H", "H", "H", "H", "H"], "coordinates": [[-4.958, 2.919, -0.625], [-0.801, -4.530, 3.237], [4.599, 3.461, -1.352], [3.653, 2.184, 0.584], [0.866, 1.006, 0.420], [-2.897, 2.294, -1.392], [5.029, 3.089, 0.234], [3.389, 2.970, -1.562], [2.836, 2.235, -0.433], [1.645, 1.362, -0.569], [-1.757, 1.580, -1.228], [-3.787, 2.223, -0.445], [-3.611, 1.474, 0.734], [-1.455, -3.230, 1.352], [0.381, -2.535, 2.787], [-2.436, 0.804, 0.931], [-1.287, -2.131, 0.527], [0.521, -1.371, 1.973], [-0.648, -3.435, 2.459], [-1.476, 0.812, -0.080], [-0.325, -1.157, 0.844], [1.287, 0.748, -1.747], [1.278, -1.639, -1.497], [-0.149, 0.053, -0.061], [0.423, -0.389, -1.457], [2.865, 3.081, -2.496], [-0.985, 1.680, -2.002], [-4.390, 1.512, 1.476], [-2.230, -3.963, 1.116], [1.051, -2.754, 3.605], [-2.243, 0.234, 1.845], [-1.940, -2.024, -0.338], [1.275, -0.635, 2.229], [2.048, 0.528, -2.386], [0.756, -2.542, -1.218], [2.131, -1.587, -0.790], [1.705, -1.778, -2.495], [-0.366, -0.547, -2.179]], "nbo_charge": [-0.32, -0.32, -0.55, -0.51, -0.45, -0.45, 0.80, -0.02, 0.07, 0.39, 0.05, 0.58, -0.31, -0.28, -0.27, -0.15, -0.20, -0.18, 0.39, -0.07, -0.03, -0.62, -0.63, 0.03, -0.04, 0.22, 0.21, 0.23, 0.23, 0.23, 0.24, 0.22, 0.25, 0.39, 0.23, 0.22, 0.21, 0.21], "charge": 0, "lumo_energy_ev": -0.339, "orbital_gap_ev": 8.80}


{"formula": "C4H8N2O2", "method": "the ωB97M-V functional and the def2-TZVPD basis", "elements": ["C", "N", "C", "C", "C", "N", "O", "O", "H", "H", "H", "H", "H", "H", "H", "H"], "coordinates": [[-1.523, 0.179, 0.808], [-0.264, -0.269, 0.743], [0.106, -1.607, 1.254], [0.777, 0.574, 0.196], [0.811, 0.381, -1.313], [0.166, 1.310, -2.054], [1.380, -0.565, -1.828], [-1.828, 1.285, 0.383], [-2.246, -0.489, 1.294], [1.103, -1.856, 0.906], [-0.658, -2.304, 0.934], [0.167, -1.550, 2.340], [0.616, 1.578, 0.567], [1.739, 0.184, 0.497], [-0.423, 2.038, -1.687], [0.077, 1.110, -3.038]], "nbo_charge": [0.53, -0.41, -0.41, -0.32, 0.66, -0.81, -0.62, -0.65, 0.13, 0.23, 0.21, 0.20, 0.23, 0.22, 0.41, 0.40], "charge": 0, "lumo_energy_ev": 0.832, "e_above_lowest_kj_mol": 65.0, "orbital_gap_ev": 10.19}